23
Properties=species:S:1:pos:R:3 method="wB97M-V/def2-TZVPD" homo_lumo_gap_ha=0.425 e_above_lowest_kj_mol=211.23 charge=+1
O 2.287 0.775 2.429
O -2.868 2.543 -0.764
O 0.430 0.370 0.361
O -0.020 -2.060 -2.757
O -0.965 0.014 3.210
O 3.177 -0.268 -1.897
N -1.719 -0.808 -0.742
H -1.538 -0.557 3.709
H 3.140 0.432 2.777
H -3.659 2.172 -0.363
H 1.853 1.110 3.217
H -1.568 -1.630 -1.400
H 3.415 -0.848 -2.632
H 0.710 0.582 1.233
H 1.266 0.415 -0.139
H -0.205 -2.889 -3.192
H -0.776 -0.428 -0.409
H -2.093 0.002 -1.274
H -2.406 -1.130 -0.069
H 0.151 -1.327 -3.341
H -0.363 0.491 3.768
H -2.162 3.049 -0.391
H 3.913 -0.009 -1.335


23
Properties=species:S:1:pos:R:3 method="wB97M-V/def2-TZVPD" homo_lumo_gap_ha=0.339 e_above_lowest_kj_mol=1366.70 charge=+1
O 21.758 25.055 -3.287
O 20.409 23.916 -4.869
O 18.230 22.944 -1.902
O 18.243 21.819 -4.892
O 17.816 24.516 -3.755
O 20.291 21.133 -2.474
N 19.444 22.603 -3.591
H 21.816 24.324 -2.672
H 17.395 23.887 -3.168
H 18.738 23.053 -3.026
H 19.916 21.988 -2.944
H 21.201 20.917 -2.270
H 18.939 22.088 -4.298
H 19.547 24.197 -5.176
H 17.305 21.725 -5.059
H 18.660 21.261 -5.548
H 18.078 23.396 -1.072
H 17.596 24.207 -4.634
H 21.502 24.652 -4.117
H 18.084 22.019 -1.702
H 20.960 23.931 -5.652
H 19.795 20.827 -1.715
H 20.062 23.317 -3.950


26
Properties=species:S:1:pos:R:3 method="wB97M-V/def2-TZVPD" homo_lumo_gap_ha=0.397 charge=0
Ne 18.477 -7.123 7.310
Ne 18.720 -5.721 10.036
O 22.226 -5.781 7.562
O 16.816 -6.984 4.499
O 19.519 -5.977 3.525
O 14.608 -7.136 6.297
O 17.614 -4.429 6.484
O 21.264 -8.269 8.297
O 14.918 -7.657 8.965
O 20.369 -4.715 5.801
H 20.559 -8.902 8.438
H 15.421 -7.278 9.687
H 19.724 -5.514 4.337
H 17.528 -6.654 3.951
H 19.267 -5.286 2.912
H 15.539 -7.204 6.089
H 22.737 -5.891 6.760
H 17.707 -3.689 5.883
H 14.427 -8.374 9.366
H 16.059 -6.453 4.254
H 19.588 -4.433 6.278
H 22.062 -6.673 7.866
H 21.933 -8.759 7.818
H 20.938 -5.091 6.473
H 14.542 -7.434 7.204
H 17.075 -5.059 6.007


24
Properties=species:S:1:pos:R:3 method="wB97M-V/def2-TZVPD" homo_lumo_gap_ha=0.358 e_above_lowest_kj_mol=302.59 charge=0
O -0.732 2.077 -2.392
O 1.529 2.493 0.370
O 1.765 -0.047 0.836
O -1.573 -2.255 2.119
O 0.040 -1.322 -3.243
O -0.664 -0.071 -0.405
O -0.802 2.194 2.073
O -0.824 -2.794 -0.453
H 2.235 3.032 0.803
H 0.031 2.694 -2.451
H 2.504 -0.642 0.398
H -1.215 -2.559 1.222
H -1.745 -2.858 -0.616
H 1.794 1.561 0.595
H 1.608 -0.750 1.502
H -0.629 -1.858 -0.397
H 0.398 -1.991 -2.637
H 0.054 2.304 1.662
H -0.839 1.400 -1.688
H -0.548 1.957 2.994
H -1.279 0.080 0.296
H -0.554 -0.753 -2.817
H 0.268 -0.079 -0.043
H -0.821 -1.811 2.272


24
Properties=species:S:1:pos:R:3 method="wB97M-V/def2-TZVPD" homo_lumo_gap_ha=0.424 e_above_lowest_kj_mol=286.28 charge=0
O 0.950 7.313 0.193
O 0.629 -0.226 0.669
O -4.268 4.496 -0.305
O -2.639 -6.071 0.325
O 3.255 3.204 -2.749
O -3.401 0.440 -2.751
O 0.730 -6.484 4.208
O 4.839 -3.253 0.642
H -3.974 5.210 -0.871
H 4.272 -2.519 0.879
H 0.912 6.455 -0.230
H -3.601 1.254 -2.288
H 3.196 2.874 -1.852
H 5.481 -2.876 0.041
H 4.095 2.877 -3.070
H -1.878 -6.328 -0.195
H 0.173 0.582 0.435
H 1.872 7.567 0.138
H 0.068 -0.925 0.332
H 0.475 -6.464 5.130
H -3.313 -5.865 -0.322
H -3.834 4.659 0.532
H 0.160 -5.840 3.787
H -4.201 -0.080 -2.679


24
Properties=species:S:1:pos:R:3 method="wB97M-V/def2-TZVPD" homo_lumo_gap_ha=0.361 e_above_lowest_kj_mol=285.01 charge=0
O -0.597 -3.267 -0.824
O -1.009 0.004 -0.445
O -1.809 -1.832 1.569
O 1.200 -1.745 -2.076
O -0.784 2.468 1.654
O 1.065 2.603 -0.505
O 0.949 -0.006 1.296
O 0.982 0.996 -2.506
H -1.715 -2.762 1.796
H 1.664 -1.691 -1.236
H -1.166 0.910 -0.192
H 1.899 0.798 -2.539
H 0.139 -2.676 -0.738
H 0.797 1.601 -1.748
H -1.676 -0.447 0.024
H -1.417 2.287 2.376
H 0.049 2.380 2.159
H 1.450 0.828 1.253
H -1.180 -2.759 -0.344
H 0.203 -0.084 0.659
H 1.896 2.157 -0.216
H -2.101 -1.438 2.380
H 0.644 -0.979 -2.038
H 0.520 2.658 0.251


24
Properties=species:S:1:pos:R:3 method="wB97M-V/def2-TZVPD" homo_lumo_gap_ha=0.361 e_above_lowest_kj_mol=209.84 charge=0
O 2.903 1.264 -0.570
O -1.826 -0.672 -1.058
O 0.760 -0.441 0.448
O -1.866 -2.102 1.426
O 0.313 -2.380 -1.479
O 0.412 1.041 -2.059
O -1.286 0.859 1.444
O 0.489 2.683 0.501
H -1.197 -1.076 -1.707
H -1.676 0.627 0.587
H -1.963 1.453 1.784
H 0.091 -0.005 0.955
H -0.465 0.924 -1.632
H 3.287 0.534 -0.092
H 0.491 -1.773 -0.744
H 0.069 -3.181 -1.010
H -1.560 -1.408 2.013
H 1.481 -0.387 1.071
H 1.395 2.382 0.389
H -0.066 2.060 0.976
H 3.679 1.705 -1.023
H -1.602 -1.205 -0.303
H -2.833 -1.946 1.412
H 0.964 1.046 -1.320


24
Properties=species:S:1:pos:R:3 method="wB97M-V/def2-TZVPD" homo_lumo_gap_ha=0.400 e_above_lowest_kj_mol=217.54 charge=0
O 2.213 -1.164 -1.874
O -0.045 -0.834 0.112
O 1.292 1.065 1.973
O 3.957 0.487 1.371
O -3.909 -1.580 -0.308
O -2.411 -0.371 -2.112
O -2.934 0.345 1.471
O 2.302 1.562 -0.849
H -3.453 -1.042 -0.943
H 0.529 1.121 2.573
H 1.513 2.024 1.979
H 2.449 2.350 -0.322
H -3.248 0.956 0.775
H -4.694 -1.111 0.021
H -2.166 0.579 -2.002
H 4.040 -0.408 1.092
H 2.984 0.610 1.610
H 2.639 -2.022 -1.963
H -3.117 -0.506 1.094
H -0.926 -0.493 0.195
H 0.530 -0.293 0.658
H 1.384 -1.378 -1.444
H 2.841 0.881 -0.446
H -1.771 -0.779 -2.662


24
Properties=species:S:1:pos:R:3 method="wB97M-V/def2-TZVPD" homo_lumo_gap_ha=0.406 e_above_lowest_kj_mol=261.39 charge=0
O 4.171 0.641 2.476
O -3.381 -3.089 0.552
O -1.392 2.520 1.036
O 0.886 -2.584 -1.179
O -0.350 -0.110 0.020
O 3.938 -1.291 -1.238
O -3.543 0.411 0.455
O -0.016 3.399 -1.962
H -0.536 -0.819 0.646
H -0.045 4.122 -2.598
H -4.307 -0.160 0.591
H 3.327 0.222 2.681
H -3.149 -2.206 0.242
H -1.918 3.314 0.892
H -0.537 2.731 0.644
H 4.727 -0.087 2.175
H 4.325 -0.728 -1.918
H -0.888 3.414 -1.551
H -3.796 0.967 -0.291
H 0.672 -2.082 -0.385
H 1.039 -3.479 -0.856
H 3.018 -1.007 -1.193
H -1.214 0.281 -0.154
H -3.220 -3.655 -0.211


24
Properties=species:S:1:pos:R:3 method="wB97M-V/def2-TZVPD" homo_lumo_gap_ha=0.366 e_above_lowest_kj_mol=240.34 charge=0
O 30.890 0.008 -11.740
O 27.145 0.374 -13.931
O 32.493 1.621 -10.272
O 30.782 -2.965 -11.816
O 28.902 1.771 -11.564
O 29.793 -0.108 -14.145
O 32.019 -0.108 -8.053
O 29.105 -1.118 -9.520
H 29.156 2.669 -11.331
H 31.570 0.529 -11.304
H 29.709 -1.359 -8.830
H 29.440 -0.333 -9.940
H 30.836 -3.165 -12.725
H 32.247 -1.019 -8.182
H 30.222 0.073 -13.342
H 30.854 -1.981 -11.768
H 32.915 2.434 -10.599
H 27.926 0.076 -13.505
H 31.707 1.875 -9.702
H 30.092 0.585 -11.589
H 30.107 -0.965 -14.349
H 27.172 1.332 -13.882
H 28.055 1.565 -11.145
H 32.464 0.319 -8.756


24
Properties=species:S:1:pos:R:3 method="wB97M-V/def2-TZVPD" homo_lumo_gap_ha=0.416 e_above_lowest_kj_mol=270.11 charge=0
O 0.098 -0.589 2.337
O -0.838 2.372 -0.164
O 2.108 -0.370 -1.133
O -0.312 0.566 -2.052
O -2.252 0.244 0.973
O 0.911 -2.118 0.248
O -1.652 -1.774 -0.880
O 1.808 1.334 1.003
H -2.495 -2.089 -1.128
H 0.044 -2.241 -0.235
H -0.808 -0.230 -1.696
H -1.536 0.063 1.676
H 1.229 0.845 1.801
H 2.863 0.201 -1.781
H -0.563 1.761 -0.911
H -1.272 3.185 -0.559
H 1.319 -1.692 -0.536
H 0.649 0.287 -1.987
H -1.914 -0.997 -0.307
H 0.749 -1.243 2.987
H -1.838 1.112 0.583
H 1.169 2.122 0.779
H 2.061 0.217 -0.296
H 0.471 -0.965 1.280


24
Properties=species:S:1:pos:R:3 method="wB97M-V/def2-TZVPD" homo_lumo_gap_ha=0.427 e_above_lowest_kj_mol=144.12 charge=0
O 0.760 -1.661 -1.156
O 3.013 -0.664 -0.316
O -0.799 -2.027 0.844
O -3.313 1.360 1.051
O -1.803 -0.129 -1.211
O 0.088 0.016 2.299
O 1.676 1.177 -2.030
O 0.214 1.678 0.023
H 1.122 -1.649 -2.039
H -0.353 -1.534 1.588
H 2.160 0.509 -1.456
H -0.613 1.190 -0.247
H 2.176 -1.110 -0.505
H 2.774 -0.141 0.450
H -1.699 -0.908 -0.611
H -0.145 -2.583 0.421
H -2.614 0.769 1.405
H -3.605 1.809 1.836
H 2.242 1.954 -2.115
H 0.328 0.554 3.030
H 0.760 1.572 -0.777
H 0.144 -0.897 -1.134
H -2.652 0.159 -0.838
H 0.138 0.558 1.488


Number 1: F_max 2.92 eV/Å, HOMO energy -0.529 hartree, LUMO level -0.1043 hartree. Number 2: F_max 17.51 eV/Å, HOMO energy -0.474 hartree, LUMO level -0.1347 hartree. Number 3: F_max 1.23 eV/Å, HOMO energy -0.386 hartree, LUMO level 0.0108 hartree. Number 4: F_max 5.66 eV/Å, HOMO energy -0.388 hartree, LUMO level -0.0309 hartree. Number 5: F_max 0.30 eV/Å, HOMO energy -0.419 hartree, LUMO level 0.0053 hartree. Number 6: F_max 3.54 eV/Å, HOMO energy -0.375 hartree, LUMO level -0.0141 hartree. Number 7: F_max 2.92 eV/Å, HOMO energy -0.364 hartree, LUMO level -0.0036 hartree. Number 8: F_max 2.35 eV/Å, HOMO energy -0.398 hartree, LUMO level 0.0023 hartree. Number 9: F_max 0.44 eV/Å, HOMO energy -0.403 hartree, LUMO level 0.0034 hartree. Number 10: F_max 2.26 eV/Å, HOMO energy -0.387 hartree, LUMO level -0.0205 hartree. Number 11: F_max 5.96 eV/Å, HOMO energy -0.407 hartree, LUMO level 0.0088 hartree. Number 12: F_max 1.88 eV/Å, HOMO energy -0.414 hartree, LUMO level 0.0128 hartree.